Here is C16H34InNO13P as an isolated structure in a non-equilibrium geometry from the Open Molecules 2025 dataset. Energies are from ωB97M-V/def2-TZVPD.

Values from the calculation:
- Largest force on an atom: 1.9 eV/Å
- Calculated total energy: -59716.0980 eV
- Net charge: -1
- LUMO: 2.42 eV

Atoms and positions in Å:
In 1.0940 1.0037 0.7711
P -2.8846 -0.1232 -0.6911
O 2.9360 -1.5260 -4.9598
O 3.8181 -3.0111 8.8709
O 0.0249 3.2739 -4.2734
O 3.0674 -3.8543 6.9117
O 1.9538 2.2360 2.3301
O -0.3791 5.2443 -5.3039
O -3.5929 -0.6187 -1.8982
O -3.8690 0.9422 0.0690
O -2.6390 -1.2823 0.4094
O 0.8103 -1.4530 -5.3718
O 3.3121 -1.6388 7.2827
O 1.4939 -1.5496 -3.2240
O -0.2108 5.0363 -3.0594
N 2.9876 0.7980 3.9823
C -1.3876 -1.9979 0.3077
C 4.0044 -1.5831 -4.0110
C -0.4487 6.4367 -2.9397
C -0.2054 4.5836 -4.3119
C 2.5734 1.5199 3.1654
C -1.6841 -3.5225 0.3264
C 2.8420 -1.3661 5.9420
C 3.9248 -4.3468 9.3494
C 3.3661 -2.9186 7.6083
C 0.0587 2.6409 -5.5516
C -0.5391 -1.4320 -4.8909
C -5.9423 1.0798 1.3336
C 1.7249 -1.5157 -4.3994
C -0.8780 1.7817 0.0775
C -5.2286 0.4518 0.1440
C -1.4047 0.8531 -1.0772
H -5.7250 0.7145 -0.7925
H -0.6249 0.1870 -1.4636
H 2.1885 0.9639 -0.6483
H 4.9303 -1.5857 -4.5804
H -1.1838 -1.3804 -5.7642
H -1.4269 6.6968 -3.3415
H -0.7146 -0.5573 -4.2663
H -0.7646 -2.3403 -4.3355
H -2.7302 -3.7027 0.0736
H 0.3313 7.0043 -3.4450
H -0.4270 6.6686 -1.8785
H 3.9457 -2.4958 -3.4207
H -1.6191 1.8499 0.8741
H 0.2541 1.5864 -5.3748
H 3.5046 -1.8137 5.2062
H -5.1997 -0.6328 0.2703
H 4.2967 -4.2879 10.3697
H -0.8402 -1.7916 -0.6107
H -6.8444 0.4838 1.5208
H -0.7040 2.7566 -0.3831
H -1.7079 1.4908 -1.9135
H 2.8463 -0.2978 5.8076
H 2.9509 -4.8350 9.3536
H 1.8254 -1.7371 5.8162
H 0.8596 3.0522 -6.1639
H -5.3514 1.0301 2.2504
H 4.6295 -4.9184 8.7466
H -1.3926 -3.9752 1.2740
H -0.8995 2.7455 -6.0586
H 3.9871 -0.7113 -3.3592
H -1.0844 -4.0071 -0.4522
H 1.0756 -0.6388 1.4388
H -6.2672 2.1021 1.1305
H -0.8166 -1.7657 1.2017

Atoms 1-6, force components in eV/Å:
-0.2397 -0.7088 -0.9700
-1.1128 0.8195 -0.6726
0.0081 -0.0228 -0.0901
0.0339 -0.0448 0.1028
-0.0114 -0.0317 0.0101
0.0110 -0.1378 0.0695

Here is a 4-piece molecular cluster, H8O4 overall in a non-equilibrium geometry from the Open Molecules 2025 dataset. Energies are from ωB97M-V/def2-TZVPD.

Values from the calculation:
- Largest force on an atom: 7.7 eV/Å
- Calculated total energy: -8318.6727 eV
- Net charge: 0
- SMILES: O.O.O.O
- LUMO: 0.22 eV

Atoms and positions in Å:
O -17.9406 15.5558 3.7604
O -13.9605 16.8578 4.1711
O -16.2540 17.3684 0.5856
O -16.3789 18.1314 3.1130
H -16.0112 17.9456 -0.2556
H -12.9982 16.8254 3.8650
H -18.1615 15.4563 2.8505
H -16.2859 17.7662 1.4985
H -15.5441 18.0507 3.3253
H -17.3684 16.3130 3.9782
H -16.7947 18.7093 3.7438
H -13.9099 17.3784 4.8585

Atoms 1-6, force components in eV/Å:
0.1099 -0.1606 2.1043
1.8734 -3.9950 -6.3008
0.5696 0.8232 -2.3021
-6.6820 0.5193 -1.5342
-0.7899 -1.3422 3.6009
-2.0703 -0.1533 0.3436

Here is C18H28BF14NO14S2Zr as an isolated structure in a non-equilibrium geometry from the Open Molecules 2025 dataset. Energies are from ωB97M-V/def2-TZVPD.

Values from the calculation:
- Largest force on an atom: 7.4 eV/Å
- Calculated total energy: -110929.6386 eV
- Net charge: 0
- LUMO: -5.01 eV

Atoms and positions in Å:
Zr 2.2412 -20.0307 24.3491
S 4.5470 -22.4688 27.3805
S 6.0869 -21.1150 26.2796
F -3.6809 -18.7787 21.0426
F -2.3576 -18.1522 22.6284
F -3.7329 -22.6657 35.0779
F -1.7423 -23.4687 34.6271
F -1.9038 -21.5818 35.6507
F -0.5027 -26.4182 23.1635
F -1.0088 -24.5139 24.0015
F 6.2693 -20.1264 25.0124
F -3.0619 -20.1197 22.6339
F 4.8411 -15.5026 27.7501
F 3.8997 -14.8880 29.7635
F 5.1530 -16.6964 29.5035
F -0.9330 -24.7952 21.8702
F 2.9340 -22.6753 27.1467
O 1.8415 -25.7300 22.4668
O 1.5197 -23.5754 23.3608
O 3.5490 -20.0331 21.6375
O 2.7957 -17.4546 27.5988
O 2.9687 -17.5287 22.8458
O 4.5047 -21.9367 28.7218
O -0.3437 -20.0217 21.5742
O 6.3582 -20.2980 27.4237
O -1.9183 -22.1525 32.3118
O 4.9586 -23.7941 27.0233
O -1.4184 -19.1128 19.7230
O -3.3307 -20.6237 33.2230
O 1.9762 -16.6230 29.6220
O 6.9992 -22.1331 25.8259
N 4.5132 -21.3125 26.0352
C -0.3844 -25.1421 23.0151
C -2.4704 -22.3758 34.6913
C 4.0291 -18.8768 20.9219
C 2.9410 -16.7690 28.6576
C -0.2689 -19.3752 18.8049
C -2.0933 -23.0780 30.1082
C -2.5834 -21.6218 33.3568
C 4.2212 -15.8987 28.9626
C 3.4819 -17.4166 21.4834
C -1.3985 -19.5755 20.9483
C 3.5912 -25.1027 20.9459
C -2.1317 -21.7822 30.9817
C 1.1051 -24.7506 23.0048
C -0.6895 -19.5232 17.3857
C 0.7401 -17.3192 29.6842
C -0.3886 -16.4725 29.0860
C 3.2417 -25.5829 22.3447
C -2.6508 -19.1759 21.8086
B -0.1238 -19.9512 25.9989
H -1.0678 -19.8640 26.5142
H 0.5395 -17.3248 30.7555
H -3.1288 -21.3572 30.8668
H 4.0685 -19.0344 19.8441
H -1.1172 -20.4991 17.1561
H -1.2804 -18.7022 16.9795
H 3.1367 -24.1245 20.7890
H 4.6534 -24.8621 20.9899
H -1.3983 -16.8403 29.2681
H -1.9751 -22.7008 29.0924
H 2.7402 -16.8773 20.8942
H 5.1001 -18.9299 21.1174
H -1.2753 -23.7856 30.2433
H -0.2062 -16.1378 28.0649
H 0.1179 -18.9983 25.5541
H 0.2242 -19.5680 16.7930
H -0.1822 -20.7496 25.2754
H 0.7777 -18.3321 29.2834
H 0.6821 -20.1730 26.6812
H -0.3000 -15.5446 29.6511
H 0.3253 -18.4828 19.0013
H -3.0690 -23.5578 30.1865
H 4.3203 -16.7523 21.2741
H 0.2477 -20.2810 19.1224
H 3.7681 -26.5096 22.5732
H 3.5976 -24.8320 23.0501
H 3.2415 -25.7822 20.1687
H -1.3185 -21.1783 30.5790

Atoms 1-6, force components in eV/Å:
-0.0724 1.3249 -0.9548
-7.1526 -1.6561 0.5536
3.5248 3.9823 -4.2534
0.3944 -0.3576 0.0065
0.6194 0.2974 -0.6187
0.8584 -0.0781 -0.0753

Here is one molecule with the formula C4H10O in a non-equilibrium geometry from the Open Molecules 2025 dataset. Energies are from ωB97M-V/def2-TZVPD.

Values from the calculation:
- Largest force on an atom: 3.0 eV/Å
- Calculated total energy: -6356.3117 eV
- Net charge: 0
- SMILES: CCCOC
- LUMO: 1.17 eV

Atoms and positions in Å:
O -1.0394 0.4155 1.0423
C -1.7720 -0.6269 1.5940
C 0.7039 0.9326 -0.4862
C 1.7430 0.2773 -1.3771
C -0.3075 -0.1252 -0.0052
H -0.9704 -0.4466 -0.8321
H 1.1681 1.4013 0.3904
H 1.2695 -0.1455 -2.2704
H -1.0076 -1.5257 1.5823
H 0.0421 -1.2022 0.4612
H 0.2268 1.7698 -1.0315
H -2.5983 -0.9329 0.9297
H 2.5187 0.9760 -1.7010
H -2.1938 -0.2272 2.5314
H 2.2171 -0.5402 -0.8277

Atoms 1-6, force components in eV/Å:
-0.1926 0.2501 -0.1086
0.2403 -0.8444 0.1255
0.0663 -0.3917 0.1254
0.1615 -0.1101 -0.0848
0.5741 -0.9889 0.0663
0.1057 0.1947 0.0669

Here is C12H27Cl2O5P2Tc as an isolated structure in a non-equilibrium geometry from the Open Molecules 2025 dataset. Energies are from ωB97M-V/def2-TZVPD.

Values from the calculation:
- Largest force on an atom: 7.1 eV/Å
- Calculated total energy: -68907.6815 eV
- Net charge: +3
- LUMO (alpha / beta): -14.09 / -14.86 eV
- Spin multiplicity: 4

Atoms and positions in Å:
Tc -0.1979 0.1854 -1.6850
Cl -1.6299 1.3711 -3.2102
Cl -1.7616 2.0316 -0.1694
P 0.8651 0.4166 0.6374
P -2.1638 -1.0389 -1.2565
O 0.3526 1.3576 1.8219
O 2.3735 0.9209 0.3942
O 1.0159 -2.5972 -1.0549
O 1.1368 -0.9681 1.4394
O 2.7204 -0.3362 -2.3471
C 2.7953 2.1322 -0.2942
C 1.2445 0.0113 -4.2181
C 2.3239 -1.1812 2.3084
C -0.8742 1.2401 2.6022
C -3.5286 -0.5929 -0.1148
C 1.7521 3.2226 -0.4127
C -2.0644 -2.7720 -0.6560
C 0.5054 -1.5607 -1.2561
C -0.8363 0.2082 3.7006
C 2.4323 -0.2395 3.4683
C 1.5786 -0.1087 -2.7128
C -3.0865 -1.3558 -2.7926
H 1.6084 -0.3660 4.1743
H -4.3114 -1.3569 -0.1928
H -1.6910 1.0146 1.8988
H -3.1558 -0.5626 0.9143
H 2.4917 0.8065 3.1472
H 2.2607 4.1142 -0.8027
H -4.0036 -1.9038 -2.5585
H -3.3221 -0.3975 -3.2616
H -0.1487 0.4995 4.5082
H 0.1753 -0.1078 -4.4693
H 3.6621 2.5019 0.2707
H -0.5625 -0.7814 3.3044
H -1.0659 2.2437 3.0025
H -1.6923 -2.7841 0.3757
H -2.4621 -1.9346 -3.4781
H 2.2136 -2.2134 2.6528
H -3.0783 -3.1918 -0.6785
H -1.4086 -3.3833 -1.2842
H 3.1474 1.8274 -1.2887
H -1.8360 0.1273 4.1559
H 0.9423 2.9758 -1.1176
H 3.2029 -1.1111 1.6611
H -3.9235 0.3896 -0.3791
H 1.8378 -0.7672 -4.7182
H 1.4986 1.0150 -4.5940
H 3.3570 -0.4718 4.0045
H 1.3107 3.4714 0.5608

Atoms 1-6, force components in eV/Å:
-2.4554 3.4870 1.1339
1.2844 -0.3438 1.1711
0.3448 0.0413 -0.6536
3.5726 -1.1972 4.3405
-3.6324 -3.3876 0.4325
-0.0203 -0.2057 -1.8465